A cluster of 2 separate species, C5H15NS in total at a distorted geometry. Source: the OMol25 dataset; level of theory: ωB97M-V with the def2-TZVPD basis set.

XYZ file:
```
22
Properties=species:S:1:pos:R:3:forces:R:3
C 2.049390 -0.834394 0.587045 0.458 -0.344 0.290
C 2.106492 0.673304 0.494477 0.081 0.617 -0.279
N 1.014315 1.221776 -0.314687 0.511 -0.213 -0.683
C 1.021612 2.667363 -0.514286 0.357 -0.025 0.537
H 2.261006 -1.369228 -0.343148 -0.266 0.321 -0.189
H 2.849363 -1.163255 1.250240 -0.017 -0.002 0.192
H 1.110732 -1.189782 1.005156 -0.096 0.070 -0.054
H 2.044461 1.123234 1.489395 -0.068 -0.085 -0.019
H 3.067062 0.997473 0.063918 0.022 -0.106 0.151
H 1.072917 0.783364 -1.230533 -0.054 -0.020 0.003
H 0.887924 3.136347 0.460725 -0.115 0.124 -0.028
H 0.205302 2.964405 -1.169734 -0.026 -0.083 0.026
H 1.972015 3.034307 -0.918395 -0.029 -0.023 -0.104
C -1.564066 -2.539945 0.608935 0.260 -1.216 -0.227
C -1.249052 -1.702619 -0.590789 -2.019 3.306 0.214
S -1.813429 0.191128 -0.160647 1.371 -1.144 -0.069
H -2.554849 -2.328584 1.002945 0.178 0.546 0.230
H -0.773845 -2.436923 1.350824 -0.305 0.047 0.313
H -1.661809 -3.613931 0.373631 0.475 0.165 -0.205
H -1.997198 -1.741565 -1.376302 0.404 -0.904 -0.320
H -0.246070 -1.564791 -0.971388 0.123 -0.584 0.097
H -0.442638 0.737500 -0.078582 -1.243 -0.445 0.123
```
Positions in Å, forces in eV/Å.

As for the HOMO energy: -7.915 eV. As for the gap between HOMO and LUMO: 8.773 eV. As for the energy above the lowest of the compared OMol25 structures with the same formula, charge and spin: 25.6 kcal per mole.


An isolated molecule of C4H3Cl2N at a distorted geometry. Source: the OMol25 dataset; level of theory: ωB97M-V with the def2-TZVPD basis set.

XYZ file:
```
10
Properties=species:S:1:pos:R:3:forces:R:3
Cl 1.910039 -2.114625 -0.000495 -0.742 0.185 -0.005
C 0.725074 -0.837426 0.012672 -0.255 -1.342 -0.562
C 1.077564 0.445905 -0.096947 0.445 2.411 0.388
N -0.059392 1.242892 -0.064869 1.436 -1.893 -0.196
C -1.113330 0.407268 0.040592 -2.037 1.064 -0.043
C -0.728235 -0.884163 0.020122 1.553 -0.267 0.219
Cl -1.725870 -2.259648 -0.045120 -0.080 -0.205 0.101
H 2.026581 0.961797 -0.139007 0.090 -0.506 0.024
H -0.014378 2.192577 0.195351 -0.267 0.890 0.058
H -2.098056 0.845425 0.077704 -0.145 -0.337 0.017
```
Positions in Å, forces in eV/Å.

As for the HOMO energy: -8.832 eV. As for the gap between HOMO and LUMO: 9.623 eV. As for the energy above the lowest of the compared OMol25 structures with the same formula, charge and spin: 5.9 kcal per mole.